# C3H2HgLi2O3

C3H2HgLi2O3 as an isolated structure at a distorted geometry (ωB97M-V/def2-TZVPD, OMol25).

```
11
Properties=species:S:1:pos:R:3
H 0.68321 1.08311 1.03420
C -0.34236 -0.24748 -0.26669
Li 2.26617 2.40406 -1.27356
C 0.31346 0.89462 0.01586
Li -0.93272 2.12481 -1.65240
O 0.78790 -1.64212 0.08159
O -1.40683 -1.49153 0.77053
O 0.67193 1.77480 -0.92276
C 0.04861 -2.27051 0.87039
H -0.88451 -0.50692 -1.17972
Hg -1.20487 -2.12285 2.52255
```

Summary:
Highest occupied orbital energy (alpha / beta) ... -15.763 / -15.763 eV
Net charge ... +2
Frontier orbital gap (alpha / beta) ... 5.683 / 5.684 eV
M ... 300.52 g/mol

# C3H2IN

C3H2IN as an isolated structure at a distorted geometry (ωB97M-V/def2-TZVPD, OMol25).

```
7
Properties=species:S:1:pos:R:3
C 1.51940 -0.89327 -1.16958
C -0.49566 0.19364 -0.40334
I -2.24982 1.12868 1.69886
C -0.38907 0.35719 0.86534
H -1.17809 0.35517 -1.14991
H 0.15376 -0.07209 1.58252
N 2.63947 -1.06932 -1.42387
```

Summary:
Highest occupied orbital energy (alpha / beta) ... -10.617 / -10.617 eV
Frontier orbital gap (alpha / beta) ... 8.167 / 8.167 eV
M ... 178.96 g/mol

# C3H2IN2S

An isolated ion of composition C3H2IN2S and charge -1 at a distorted geometry (ωB97M-V/def2-TZVPD, OMol25).

```
9
Properties=species:S:1:pos:R:3
H -1.02520 0.28715 -0.85916
S -1.42242 3.25043 -0.42584
C 0.61750 0.13240 0.61979
I 1.04957 3.97805 2.16475
H 0.92798 -0.89496 0.59384
N 1.23203 1.01572 1.44165
C 0.68892 2.16783 1.25230
N -0.45858 2.03730 0.15692
C -0.37762 0.73050 -0.12661
```

Summary:
SMILES string ... [S-]n1ccnc1I
Highest occupied orbital energy ... -2.722 eV
Net charge ... -1
Frontier orbital gap ... 5.650 eV
M ... 225.03 g/mol

# C3H2INS2

One molecule with the formula C3H2INS2 at a distorted geometry (ωB97M-V/def2-TZVPD, OMol25).

```
9
Properties=species:S:1:pos:R:3
S 1.41494 1.14234 -0.10517
S 2.46957 -1.51885 0.08431
H -0.01374 2.72007 -0.04136
I -3.24389 -0.00950 -0.00386
N 0.09843 1.81336 0.41404
H -0.37601 -2.21767 -0.23305
C -1.28080 -0.33930 -0.18935
C 1.15281 -0.52170 0.10573
C -0.22131 -1.06876 -0.03128
```

Summary:
Highest occupied orbital energy (alpha / beta) ... -8.439 / -7.843 eV
Frontier orbital gap (alpha / beta) ... 7.602 / 6.192 eV
M ... 243.09 g/mol

# C3H2IO2

C3H2IO2 as an isolated structure at a distorted geometry (ωB97M-V/def2-TZVPD, OMol25).

```
8
Properties=species:S:1:pos:R:3
H 1.76130 -0.30472 0.85671
C 1.63821 -0.58644 -0.27543
O -2.17915 1.25824 1.33999
O -1.71376 1.62055 -0.92585
C -1.87512 1.39107 0.21982
H 2.37526 -0.10356 -0.90909
I -0.82857 -1.84349 0.54411
C 0.82184 -1.43165 -0.85025
```

Summary:
Highest occupied orbital energy ... -2.864 eV
Net charge ... -1
Frontier orbital gap ... 6.228 eV
M ... 196.95 g/mol

# C3H2IO2S

An isolated ion of composition C3H2IO2S and charge -1 at a distorted geometry (ωB97M-V/def2-TZVPD, OMol25).

```
9
Properties=species:S:1:pos:R:3
C 0.21475 0.37999 0.20911
I -2.84400 0.97059 0.14986
C 1.16126 0.32432 0.99719
H -0.81162 0.48784 -1.56910
S -3.25875 -1.72394 -0.16241
H 1.97639 0.06962 1.55130
O -3.79253 -2.07989 -1.43519
C -0.67518 1.02874 -0.58533
O -3.92842 -2.20860 1.07694
```

Summary:
Highest occupied orbital energy (alpha / beta) ... -3.171 / -3.171 eV
Net charge ... -1
Frontier orbital gap (alpha / beta) ... 6.400 / 6.400 eV
M ... 229.02 g/mol

# C3H2IrO2

C3H2IrO2 as an isolated structure at a distorted geometry (ωB97M-V/def2-TZVPD, OMol25).

```
8
Properties=species:S:1:pos:R:3
C -0.41632 -1.28384 -1.26718
H 1.09772 1.76638 0.08012
O -0.97451 -1.90854 -0.50037
H 1.13931 -0.67934 -2.21129
C -0.34491 0.76639 1.57425
Ir -1.25826 0.49323 3.23790
C 0.37218 1.27716 0.71196
O 0.38480 -0.43143 -1.62538
```

Summary:
⟨S²⟩ ... 6.047
Highest occupied orbital energy (alpha / beta) ... -27.048 / -26.938 eV
Net charge ... +3
Spin multiplicity ... 5
Frontier orbital gap (alpha / beta) ... 11.272 / 7.972 eV
M ... 262.26 g/mol

# C3H2Li2LuO3

C3H2Li2LuO3 as an isolated structure at a distorted geometry (ωB97M-V/def2-TZVPD, OMol25).

```
11
Properties=species:S:1:pos:R:3
O 3.42936 -0.57340 -1.03353
C -1.06893 0.33093 0.54521
Li -2.67633 -1.67803 0.96288
Lu 3.29072 0.89544 1.17734
Li -3.62765 0.83200 -0.51100
C 2.56633 0.14200 -1.10626
O -2.25952 0.04661 0.42648
O 1.05773 0.53318 -0.59924
C 0.01457 -0.22123 -0.40464
H -0.65224 0.91928 1.36221
H -0.07403 -1.22677 -0.81946
```

Summary:
Highest occupied orbital energy (alpha / beta) ... -19.167 / -18.856 eV
Net charge ... +3
Frontier orbital gap (alpha / beta) ... 6.156 / 6.472 eV
M ... 274.89 g/mol

# C3H2LiMgNaO3

C3H2LiMgNaO3 as an isolated structure at a distorted geometry (ωB97M-V/def2-TZVPD, OMol25).

```
11
Properties=species:S:1:pos:R:3
C 1.96730 0.90406 0.50954
O 2.87307 0.21888 0.83644
Mg 2.74791 -4.95680 1.47048
H 0.82003 1.94005 -0.87761
Li -4.00659 1.32420 -1.18648
O -2.57573 0.39631 -0.77796
O -4.08907 -1.09050 -1.43706
Na 4.06800 -1.92851 1.43679
C 0.95982 1.65386 0.15282
C -3.11014 -0.60617 -1.01802
H 0.34542 2.14463 0.89105
```

Summary:
⟨S²⟩ ... 0.752
Highest occupied orbital energy (alpha / beta) ... -7.557 / -11.202 eV
Net charge ... +1
Spin multiplicity ... 2
Frontier orbital gap (alpha / beta) ... 3.408 / 7.052 eV
M ... 140.28 g/mol

# C3H2LiO3Pb

C3H2LiO3Pb as an isolated structure at a distorted geometry (ωB97M-V/def2-TZVPD, OMol25).

```
10
Properties=species:S:1:pos:R:3
O -0.85809 -0.77484 0.24826
O 0.32736 0.91561 1.17266
Pb -0.57806 2.01565 2.87161
C 0.17676 -1.05048 -0.54959
C -0.72369 0.19769 1.15780
C 0.50703 -0.89161 -1.78023
H -0.32597 -0.40570 -2.66400
O -1.64692 0.40878 1.95811
H 1.37205 -1.28422 -2.31003
Li 1.74952 0.86912 -0.10458
```

Summary:
⟨S²⟩ ... 0.759
Highest occupied orbital energy (alpha / beta) ... -16.996 / -18.792 eV
Net charge ... +2
Spin multiplicity ... 2
Frontier orbital gap (alpha / beta) ... 6.766 / 8.527 eV
M ... 300.19 g/mol

# C3H2LiO3Rb

C3H2LiO3Rb as an isolated structure at a distorted geometry (ωB97M-V/def2-TZVPD, OMol25).

```
10
Properties=species:S:1:pos:R:3
O 2.31301 1.02851 0.13594
Rb 4.97276 -1.22871 0.30418
C 1.24893 0.43259 0.24653
O 0.09639 1.20252 0.20140
H -3.06722 0.82277 -1.75457
H -3.07539 -0.30178 0.04309
C -2.09442 0.09692 -0.17429
O 1.11258 -0.81405 0.35245
Li -0.44628 -1.83680 0.36358
C -1.06036 0.59803 0.28170
```

Summary:
⟨S²⟩ ... 0.770
Highest occupied orbital energy (alpha / beta) ... -11.573 / -13.092 eV
Net charge ... +1
Spin multiplicity ... 2
Frontier orbital gap (alpha / beta) ... 7.814 / 9.327 eV
M ... 178.46 g/mol

# C3H2MgO

C3H2MgO as an isolated structure at a distorted geometry (ωB97M-V/def2-TZVPD, OMol25).

```
7
Properties=species:S:1:pos:R:3
C 0.17795 -0.37661 0.01862
Mg -1.48803 2.85014 2.26781
H 1.10993 -1.33193 -2.65020
H -0.37519 -2.16601 -0.78739
O 0.01801 1.80281 1.21980
C 0.06000 0.70494 0.65055
C 0.49734 -1.48335 -0.71920
```

Summary:
Highest occupied orbital energy (alpha / beta) ... 2.530 / 2.519 eV
Net charge ... -2
Frontier orbital gap (alpha / beta) ... 2.959 / 2.973 eV
M ... 78.35 g/mol